[1]
Here is a 2-piece molecular cluster, C6H16NS2 overall from the OMol25 dataset. Energies are from ωB97M-V with the def2-TZVPD basis set.

Each line ends with the Mulliken charge.
Atoms and positions in Å:
C1 1.43 -1.23 0.11  -0.819
C2 -1.64 -0.86 -0.78  -0.557
H1 0.35 -2.02 1.78  0.314
H2 -2.08 0.87 1.40  0.498
H3 1.99 -1.99 -0.44  0.314
H4 0.03 -1.27 -2.22  0.309
H5 2.10 -0.93 0.88  0.418
H6 -0.11 -2.65 0.14  0.374
H7 0.68 0.34 2.30  0.269
C3 -0.62 -0.47 -1.80  -0.488
H8 1.31 -0.30 -0.55  0.133
H9 0.01 0.39 -1.28  -0.260
C4 0.09 -1.73 0.65  -0.673
H10 -1.05 0.04 -2.61  0.412
C5 -0.39 0.54 2.43  -1.281
N1 -1.00 -0.81 0.52  0.123
H11 -0.39 1.69 2.73  0.370
S1 0.89 3.40 -0.72  -0.180
C6 -1.27 0.22 1.28  0.432
H12 2.84 2.14 -1.62  0.192
H13 -1.90 -1.91 -1.06  0.289
H14 -0.89 0.04 3.22  0.391
H15 -2.61 -0.36 -0.80  0.427
H16 0.50 4.56 -1.30  0.182
S2 1.73 2.29 -2.26  -0.190

Spin multiplicity: 1
Net charge: +1
Gap between HOMO and LUMO, eV: 7.732

---

[2]
Here is a 2-piece molecular cluster, C6H16O overall from the OMol25 dataset. Energies are from ωB97M-V with the def2-TZVPD basis set.

Each line ends with the Mulliken charge.
Atoms and positions in Å:
H1 2.38 -2.41 1.68  0.310
H2 -0.65 1.06 -3.16  0.357
C1 -0.27 1.62 -1.08  -0.468
O1 -5.94 0.20 2.19  -0.644
H3 3.06 -2.75 0.12  0.351
C2 2.12 -0.79 0.25  -0.337
H4 0.49 -0.16 1.54  0.325
H5 1.31 -2.84 0.37  0.346
H6 0.46 1.87 0.91  0.356
H7 0.98 0.66 -2.57  0.250
H8 1.74 1.60 -0.22  0.403
H9 -6.00 0.57 3.09  0.322
H10 0.05 -0.85 0.00  0.325
H11 -6.81 -0.22 2.13  0.321
C3 2.22 -2.28 0.61  -1.283
H12 -1.28 1.50 -0.67  0.263
H13 -0.33 -0.32 -2.03  0.271
H14 2.46 -0.65 -0.78  0.278
H15 -0.27 2.65 -1.46  0.348
C4 -0.08 0.71 -2.30  -1.049
C5 0.75 -0.18 0.49  -0.541
H16 2.90 -0.32 0.85  0.296
C6 0.73 1.33 0.04  -0.800

Spin multiplicity: 1
SMILES: CCCCCC.O
Gap between HOMO and LUMO, eV: 11.771

---

[3]
Here is a 2-piece molecular cluster, C6H16O overall from the OMol25 dataset. Energies are from ωB97M-V with the def2-TZVPD basis set.

Each line ends with the Mulliken charge.
Atoms and positions in Å:
H1 2.26 -0.39 -0.14  0.385
C1 -0.64 -2.21 -0.53  -1.553
O1 0.13 2.58 0.94  -0.125
H2 -0.29 4.24 -0.03  0.243
C2 -1.31 2.50 -0.95  -0.708
H3 -0.01 2.44 1.91  0.417
C3 1.25 -0.61 -0.53  -1.006
C4 1.22 -2.64 1.05  -1.509
H4 -1.16 -1.59 -1.25  0.321
H5 -0.77 2.79 -1.85  0.360
H6 -1.65 3.37 1.03  0.363
H7 0.80 0.39 -0.39  -0.046
H8 0.67 -3.56 1.21  0.377
H9 1.68 -2.34 2.01  0.363
H10 -0.12 -2.96 -1.16  0.384
H11 -1.14 1.41 -1.02  0.139
C5 -0.85 3.32 0.28  -0.013
H12 -0.11 -0.94 1.10  0.111
H13 -2.38 2.61 -0.96  0.335
H14 2.06 -2.96 0.42  0.344
H15 -1.37 -2.85 -0.02  0.395
H16 1.32 -1.04 -1.51  0.358
C6 0.42 -1.57 0.38  1.063

<S²>: 0.75
Spin multiplicity: 2
Net charge: +1
Gap between HOMO and LUMO (spin up / spin down), eV: 9.852 / 3.736

---

[4]
Here is a 3-piece molecular cluster, C6H16O2 overall from the OMol25 dataset. Energies are from ωB97M-V with the def2-TZVPD basis set.

Each line ends with the Mulliken charge.
Atoms and positions in Å:
C1 0.10 1.15 0.07  -1.422
H1 -2.40 -1.27 -2.52  0.309
C2 0.73 0.08 -2.13  0.005
O1 -2.54 -1.03 3.18  -0.621
C3 -1.17 -0.89 -0.73  -0.307
H2 -0.80 1.24 0.67  0.329
H3 -2.94 -0.17 3.04  0.316
C4 1.63 1.25 -2.45  -1.337
C5 -1.62 -1.72 -1.92  -1.234
C6 -0.09 0.14 -1.08  0.556
H4 1.07 2.19 -2.45  0.321
H5 2.61 1.49 2.70  0.332
H6 -0.63 -1.43 0.06  0.281
H7 -0.77 -2.13 -2.46  0.321
H8 2.79 1.13 4.22  0.318
H9 2.43 1.43 -1.74  0.306
H10 -3.09 -1.61 3.70  0.306
H11 -2.08 -0.44 -0.33  0.268
H12 0.66 -0.76 -2.81  0.212
H13 0.41 2.11 -0.32  0.418
O2 3.09 0.91 3.34  -0.649
H14 2.10 1.23 -3.43  0.352
H15 -2.23 -2.60 -1.60  0.353
H16 0.83 0.63 0.71  0.266

Spin multiplicity: 1
SMILES: C/C=C(\C)CC.O.O
Gap between HOMO and LUMO, eV: 9.353

---

[5]
Here is a 3-piece molecular cluster, C6H16O2 overall from the OMol25 dataset. Energies are from ωB97M-V with the def2-TZVPD basis set.

Each line ends with the Mulliken charge.
Atoms and positions in Å:
O1 -0.03 -3.64 1.37  -0.630
H1 -1.42 1.49 1.85  0.318
H2 0.23 -2.76 1.08  0.323
O2 -1.71 -3.24 -6.22  -0.637
H3 -0.48 2.43 -2.03  0.291
C1 -0.64 1.20 1.14  -0.721
C2 1.34 2.07 2.39  -1.142
H4 1.13 3.11 2.27  0.298
H5 0.32 0.99 -1.30  0.315
C3 0.15 2.07 -1.22  -0.967
C4 1.15 -0.34 2.07  -1.134
H6 2.23 1.87 3.02  0.254
H7 -0.11 3.23 0.66  0.387
H8 1.63 -0.80 1.15  0.255
H9 -0.98 0.30 0.63  0.255
C5 -0.55 2.38 0.17  -0.634
C6 0.67 1.03 1.88  0.962
H10 1.97 -0.49 2.76  0.322
H11 0.84 -4.06 1.32  0.332
H12 0.99 2.76 -1.27  0.227
H13 -1.57 2.74 -0.02  0.380
H14 -1.14 -2.47 -6.31  0.319
H15 0.39 -1.13 2.17  0.307
H16 -2.47 -2.89 -5.74  0.318

Spin multiplicity: 1
SMILES: C=C(C)CCC.O.O
Gap between HOMO and LUMO, eV: 9.865

---

[6]
Here is a 3-piece molecular cluster, C6H16O2 overall from the OMol25 dataset. Energies are from ωB97M-V with the def2-TZVPD basis set.

Each line ends with the Mulliken charge.
Atoms and positions in Å:
C1 -2.35 -0.74 -1.44  -1.206
C2 0.23 0.95 0.92  -0.679
C3 -0.56 0.54 -0.28  1.387
H1 0.80 1.66 -1.47  0.370
H2 -2.04 -1.62 -1.98  0.354
H3 -1.44 -0.50 3.14  0.351
H4 -3.45 -0.78 -1.13  0.373
C4 -1.49 -0.42 -0.22  -0.330
H5 2.07 -0.15 0.61  -0.344
C5 -0.17 1.28 -1.53  -1.535
H6 -0.90 2.05 -1.55  0.457
O1 2.82 -2.21 -0.38  -0.651
H7 -0.04 1.90 1.31  0.411
H8 -0.63 -1.16 1.78  0.230
H9 -0.02 0.67 -2.46  0.393
O2 -0.92 -1.23 2.74  -0.627
H10 -1.76 -0.96 0.65  0.660
H11 2.06 1.33 -0.15  0.324
H12 2.26 1.41 1.66  0.380
H13 -2.30 0.13 -2.24  0.333
H14 -0.01 0.40 1.81  0.136
H15 3.43 -1.78 -0.96  0.323
C6 1.76 0.83 0.79  -0.383
H16 2.64 -1.60 0.40  0.269

<S²>: 0.75
Spin multiplicity: 2
Net charge: +1
Gap between HOMO and LUMO (spin up / spin down), eV: 10.407 / 6.015

---

[7]
Here is a 3-piece molecular cluster, C6H16O2 overall from the OMol25 dataset. Energies are from ωB97M-V with the def2-TZVPD basis set.

Each line ends with the Mulliken charge.
Atoms and positions in Å:
H1 3.55 -3.97 2.83  0.329
H2 -1.97 -0.50 -0.47  0.370
H3 0.31 2.28 -0.89  0.312
H4 2.81 -2.85 3.50  0.319
H5 2.16 0.23 -5.20  0.318
O1 1.39 0.01 -5.75  -0.629
H6 0.39 2.52 1.49  0.352
H7 0.64 0.54 -5.48  0.311
C1 -0.48 -2.14 -0.49  -1.174
H8 -1.16 3.17 1.60  0.373
C2 -0.63 2.56 -0.42  -1.030
C3 -0.61 2.39 1.11  -0.409
C4 -1.14 1.02 1.58  -0.993
H9 0.60 -1.99 -0.60  0.366
H10 -0.97 -2.44 -1.40  0.372
H11 0.32 -0.65 1.61  0.471
H12 -1.44 1.97 -0.85  0.265
H13 -0.67 -2.97 0.20  0.366
C5 -0.56 -0.23 1.13  0.112
H14 -2.22 1.00 1.41  0.383
H15 -0.82 3.62 -0.62  0.332
O2 2.65 -3.68 3.04  -0.644
H16 -1.12 1.01 2.67  0.403
C6 -1.07 -0.90 -0.01  0.126

<S²>: 0.75
Spin multiplicity: 2
Net charge: +1
Gap between HOMO and LUMO (spin up / spin down), eV: 8.902 / 5.452

---

[8]
Here is C6H16O6S2Sn as an isolated structure from the OMol25 dataset. Energies are from ωB97M-V with the def2-TZVPD basis set.

Each line ends with the Mulliken charge.
Atoms and positions in Å:
H1 -5.57 -0.34 -3.15  0.378
S1 3.05 0.95 2.38  1.061
O1 -4.72 -0.20 -0.60  -0.618
S2 -3.56 -0.05 -1.41  1.196
H2 5.54 0.49 3.41  0.353
H3 -4.11 0.70 -5.16  0.295
H4 -5.91 1.01 -5.26  0.380
Sn1 -1.03 1.03 1.51  1.708
C1 4.79 -0.09 3.95  -0.214
H5 3.11 0.56 0.02  0.388
H6 -4.08 -2.11 -2.63  0.351
C2 3.77 0.36 0.85  -0.964
C3 5.37 -1.48 4.11  -1.170
C4 -3.21 -1.61 -2.21  -0.948
O2 -2.34 0.42 -0.77  -0.582
H7 4.16 -0.65 0.95  0.317
H8 5.39 -2.09 3.21  0.309
H9 -2.60 -2.18 -1.51  0.384
O3 -3.86 0.87 -2.64  -0.253
H10 4.66 0.98 0.71  0.358
C5 -4.99 1.16 -4.71  -1.113
O4 3.69 2.17 2.71  -0.544
O5 1.60 0.85 2.26  -0.502
H11 -2.60 -1.45 -3.10  0.380
H12 -4.77 2.22 -4.63  0.308
O6 3.48 -0.22 3.36  -0.273
H13 -5.99 1.17 -2.77  0.322
H14 4.81 -2.02 4.89  0.314
H15 4.73 0.32 4.95  0.300
C6 -5.16 0.67 -3.29  -0.301
H16 6.36 -1.43 4.56  0.381

Spin multiplicity: 1
Net charge: +2
Gap between HOMO and LUMO, eV: 5.905

---

[9]
Here is one molecule with the formula C6H16OSi2 from the OMol25 dataset. Energies are from ωB97M-V with the def2-TZVPD basis set.

Each line ends with the Mulliken charge.
Atoms and positions in Å:
H1 -0.33 -1.43 1.62  0.395
Si1 -1.51 0.06 -0.18  0.462
H2 0.12 0.29 1.79  0.314
H3 1.61 2.23 0.67  0.142
Si2 1.46 -0.67 0.01  0.393
H4 -0.58 2.26 0.34  0.142
H5 2.10 -3.12 -0.06  0.380
C1 -2.99 -1.12 0.43  -1.222
H6 -1.03 0.48 -2.57  0.334
H7 3.52 -2.14 0.30  0.298
H8 3.41 2.28 0.47  0.258
C2 -0.11 -0.49 0.95  -0.728
H9 2.30 2.24 -1.02  0.287
H10 -2.37 2.49 -0.26  0.346
H11 -3.71 -1.33 -0.40  0.336
C3 -0.91 -0.25 -1.85  -0.949
H12 -1.27 -1.21 -2.22  0.215
O1 2.56 0.50 0.01  -0.227
C4 2.55 -2.19 -0.25  -1.020
C5 2.51 1.86 -0.03  -0.503
H13 -3.64 -0.56 1.15  0.259
H14 -2.10 1.99 1.35  0.289
H15 -2.61 -2.01 0.71  0.427
H16 2.69 -2.01 -1.31  0.280
C6 -1.66 1.85 0.35  -0.907

Spin multiplicity: 1
Gap between HOMO and LUMO, eV: 7.403

---

Relative energy (zero: lowest compared OMol25 entry of this formula, charge and spin) / kcal/mol: 17.72, 10.61, 33.02, 27.61, 31.87, 46.52, 12.58, 3.30, 100.65
Molar mass / g mol⁻¹: 166.34, 104.19, 104.19, 120.19, 120.19, 120.19, 120.19, 367.03, 160.36